291
Properties=species:S:1:pos:R:3:forces:R:3 method="wB97M-V/def2-TZVPD" orbital_gap_ev=8.82 spin_multiplicity=1 homo_ev=-8.46 lumo_ha=0.01336
C 1.89244 0.34359 4.73085 0.592 0.430 -0.428
C 1.31234 -0.85564 5.45351 0.192 -0.534 0.240
C 0.03994 -1.32638 4.76744 -0.389 -1.013 -0.869
C 0.33762 -2.03456 3.44502 -0.287 -0.324 0.107
C 1.20897 -3.24710 3.76283 -0.778 -0.023 -0.823
C 2.49545 -2.93100 4.46548 0.826 -0.262 -0.579
N 2.21645 -2.03525 5.56574 -0.271 1.072 1.023
O 3.42231 -1.60236 6.21461 -0.189 0.125 -1.283
C 3.00089 -4.21101 5.07422 -0.055 -0.703 0.086
C 3.54137 -2.46192 3.42401 -0.694 0.808 -0.136
C 0.94822 -0.43850 6.87387 -0.322 0.409 -0.140
H 1.19098 1.17231 4.79201 -0.045 0.076 -0.027
H 2.13439 0.18388 3.68157 -0.257 -0.169 -0.166
H 2.82749 0.69881 5.16900 -0.053 -0.004 0.296
H -0.46906 -2.08754 5.35419 0.098 -0.056 0.585
H -0.71115 -0.56335 4.62715 0.076 0.727 0.059
H 0.76346 -1.33536 2.72191 0.314 -0.128 -0.076
H -0.56932 -2.43481 2.96596 -0.042 0.382 0.250
H 1.38627 -3.81351 2.84273 0.368 0.067 0.021
H 0.65820 -3.94918 4.39189 -0.326 0.183 0.166
H 2.32707 -4.61787 5.81809 -0.237 0.365 0.449
H 3.00526 -4.99928 4.32789 0.597 -0.046 -0.380
H 3.96381 -4.03725 5.52549 0.429 -0.288 0.090
H 4.49149 -2.16116 3.85075 0.198 -0.094 0.178
H 3.71866 -3.23383 2.68139 0.088 -0.289 0.085
H 3.14527 -1.60656 2.86428 0.096 0.032 0.045
H 0.58512 -1.32423 7.40550 -0.059 0.374 0.080
H 0.17901 0.33677 6.75167 -0.202 -0.328 0.347
H 1.74739 0.04986 7.43405 0.198 -0.347 -0.150
H 3.81645 -1.01141 5.53226 0.116 -0.375 0.788
C 1.38007 3.18197 -0.09663 -0.013 0.396 -0.278
C 2.74123 3.75176 0.33684 -0.112 -0.935 -0.293
C 3.29282 2.73936 1.32897 0.635 -0.167 0.585
C 4.77493 2.92809 1.66815 -0.262 0.631 -0.267
C 5.55684 2.78501 0.35946 -0.938 0.512 0.410
C 5.08133 3.80376 -0.70762 0.751 -0.242 0.262
N 3.61575 3.70907 -0.83965 -0.019 -0.439 -0.063
O 3.14947 4.66182 -1.77304 0.511 0.621 0.486
C 5.66021 5.19600 -0.42448 0.286 -0.232 0.460
C 5.68920 3.33572 -2.01234 -0.034 -0.192 -0.895
C 2.52130 5.11474 0.97911 -0.308 0.995 0.830
H 0.69110 3.14206 0.73989 -0.118 0.149 0.311
H 1.47472 2.17108 -0.47745 0.157 -0.160 -0.110
H 0.94221 3.81027 -0.87186 -0.060 0.006 -0.031
H 2.67406 2.81731 2.22076 -0.070 -0.154 0.182
H 3.18518 1.72536 0.93509 -0.192 0.011 -0.115
H 5.08763 2.20861 2.41816 0.115 -0.237 0.034
H 4.90533 3.91485 2.12205 0.164 0.083 -0.010
H 5.26711 1.81707 -0.01282 0.201 -0.655 -0.358
H 6.64221 2.80513 0.47091 -0.123 0.169 -0.008
H 5.36455 5.90926 -1.19036 -0.145 0.303 0.217
H 5.51055 5.52343 0.59850 -0.673 0.386 0.043
H 6.74595 5.15928 -0.44895 0.231 -0.273 -0.431
H 5.34392 2.33531 -2.27062 0.183 -0.170 0.181
H 5.42225 3.94174 -2.87614 -0.137 0.363 0.111
H 6.77791 3.35367 -1.94977 0.037 -0.163 0.074
H 2.44349 4.98706 2.06565 -0.402 -0.082 -0.154
H 1.60321 5.62032 0.63446 0.241 -0.375 0.096
H 3.29570 5.87993 0.93108 0.443 -0.251 -0.555
H 3.39699 5.49180 -1.31625 -0.452 0.055 -0.691
C 10.91508 -0.08204 1.07282 -0.184 0.019 0.105
C 9.98615 0.32939 -0.07997 -0.468 -0.370 1.059
C 10.85084 0.65029 -1.25718 0.437 0.593 -1.630
C 10.09923 0.66160 -2.61154 0.846 -0.403 0.528
C 9.40034 -0.67409 -2.80028 1.038 0.126 -0.328
C 8.43687 -0.98530 -1.68056 -0.014 -0.872 -0.141
N 9.24575 -0.90117 -0.42557 -1.423 0.016 0.591
O 8.32107 -1.20767 0.70995 1.201 0.038 -1.087
C 7.18606 -0.15631 -1.77827 -0.396 0.761 0.065
C 8.02411 -2.44607 -1.80797 -0.056 -0.678 0.057
C 9.14497 1.54665 0.36273 -0.458 -0.646 0.363
H 11.56896 0.76217 1.31959 -0.014 -0.285 0.126
H 11.49183 -0.95036 0.76902 0.342 0.053 -0.217
H 10.36788 -0.42842 1.95239 -0.115 0.480 0.040
H 11.25639 1.66491 -1.16102 0.266 -0.253 0.394
H 11.67823 -0.07441 -1.31446 -0.184 0.247 0.010
H 10.83028 0.78394 -3.41295 0.053 0.106 0.019
H 9.48247 1.55091 -2.63412 -0.615 0.005 -0.173
H 10.17610 -1.44545 -2.75090 0.201 0.034 0.107
H 9.03555 -0.79181 -3.82189 -0.760 0.140 0.226
H 6.49708 -0.40348 -0.98537 -0.135 0.050 0.552
H 7.40018 0.91145 -1.74606 -0.121 0.016 0.022
H 6.62106 -0.35341 -2.69214 0.312 -0.081 -0.175
H 7.61616 -2.67366 -2.79115 -0.068 0.249 -0.183
H 8.87655 -3.11819 -1.66864 0.014 0.141 0.106
H 7.25213 -2.71340 -1.08479 0.068 0.058 0.080
H 8.35152 1.27166 1.06113 -0.146 -0.492 -0.264
H 8.66233 2.04087 -0.48257 0.324 0.312 0.155
H 9.73959 2.18994 1.00718 0.353 0.486 -0.576
H 8.75929 -2.01453 1.01284 -0.368 0.107 0.159
C 1.96846 -7.33623 -1.54792 -0.076 0.403 -0.702
C 2.41244 -5.89849 -1.27248 0.494 0.251 0.895
C 3.86670 -5.70193 -1.60996 1.020 -0.054 -0.692
C 4.12519 -5.57057 -3.10258 -0.082 0.374 -0.368
C 3.30755 -4.39786 -3.61592 1.726 0.018 -0.668
C 1.85539 -4.50742 -3.35509 -0.678 -0.136 -0.085
N 1.72005 -4.75087 -1.90484 -1.216 -0.652 0.246
O 0.31304 -4.90867 -1.60329 -0.058 -0.077 -0.110
C 1.26398 -3.15782 -3.63623 -0.174 0.967 0.284
C 1.17797 -5.50793 -4.31267 0.327 -0.561 0.040
C 2.28549 -5.66831 0.23513 -0.498 -0.376 0.394
H 0.98384 -7.48812 -1.11344 -0.079 -0.276 -0.177
H 2.69261 -8.04353 -1.14741 -0.039 0.097 0.461
H 1.97871 -7.54783 -2.61243 -0.398 -0.015 -0.178
H 4.18015 -4.74714 -1.18002 0.138 -0.036 0.226
H 4.49912 -6.49606 -1.19910 -0.238 0.061 0.216
H 3.85433 -6.44828 -3.70056 0.200 -0.176 0.351
H 5.17864 -5.33202 -3.28619 -0.060 -0.304 0.029
H 3.48265 -4.27820 -4.68670 -0.134 -0.005 -0.143
H 3.70903 -3.47863 -3.18154 -0.080 0.060 0.199
H 1.76793 -2.34695 -3.10894 0.272 -0.095 0.305
H 1.37800 -2.89960 -4.68784 -0.492 -0.167 -0.110
H 0.24509 -3.15059 -3.27192 -0.356 0.173 -0.478
H 0.20441 -5.83184 -3.97070 -0.321 0.188 0.193
H 1.06768 -5.11106 -5.32627 0.008 0.240 0.260
H 1.76372 -6.41657 -4.42050 0.193 -0.156 0.038
H 2.53345 -4.64756 0.48972 0.185 0.353 0.043
H 2.89896 -6.35158 0.83598 0.096 0.072 -0.331
H 1.25594 -5.83878 0.55184 -0.028 0.017 -0.039
H 0.05431 -4.11623 -1.10165 0.628 -0.043 -0.173
C -2.93579 6.16033 -1.37749 0.528 1.026 0.460
C -4.09186 5.29308 -1.84390 -0.171 0.997 0.259
C -5.23400 6.24182 -2.19470 -0.968 -0.097 -1.183
C -6.37762 5.52036 -2.93020 0.508 0.023 -0.123
C -5.79251 4.82307 -4.15124 -1.229 0.751 -0.399
C -4.64194 3.90879 -3.87804 -0.267 -0.223 -1.241
N -3.67589 4.68543 -3.11480 0.637 -0.612 0.417
O -2.52935 3.82958 -2.86133 -0.282 0.413 -0.100
C -5.15313 2.59858 -3.33633 0.243 -0.469 0.381
C -4.01071 3.62405 -5.22881 1.058 0.261 -0.558
C -4.45018 4.36682 -0.70482 -0.817 -1.312 -0.164
H -2.58136 6.83757 -2.16256 0.171 -0.520 -0.260
H -2.12433 5.58064 -0.94082 0.150 -0.077 -0.268
H -3.21070 6.88895 -0.59956 -0.433 -0.484 0.060
H -5.65355 6.82109 -1.37564 0.376 -0.160 0.462
H -4.84710 6.95814 -2.92886 0.121 0.110 0.194
H -7.10239 6.24409 -3.29992 -0.170 0.086 0.233
H -6.90421 4.80914 -2.28459 0.061 0.097 -0.007
H -5.47232 5.55191 -4.89064 0.239 0.555 0.133
H -6.59191 4.31771 -4.69509 0.007 -0.505 0.148
H -4.32893 1.96959 -3.01254 0.032 0.006 0.537
H -5.88230 2.78394 -2.55153 0.055 -0.456 0.167
H -5.61250 2.00600 -4.13223 -0.245 0.307 -0.005
H -3.20982 2.88864 -5.12903 -0.068 -0.124 -0.066
H -4.71211 3.29313 -5.99388 -0.242 -0.189 0.244
H -3.54967 4.53709 -5.62616 -0.024 -0.058 0.125
H -4.56504 4.93580 0.21013 0.612 0.006 0.359
H -3.75557 3.52084 -0.67773 0.345 0.435 0.537
H -5.41388 3.85016 -0.77512 -0.112 0.301 -0.481
H -1.82653 4.31813 -3.31026 -0.029 -0.188 0.142
C -1.84174 6.37974 2.06644 0.022 -0.117 0.555
C -1.52166 6.07589 3.54894 0.140 0.493 0.744
C -2.70229 6.44304 4.45701 -0.421 0.060 -0.934
C -3.80383 5.41469 4.35357 -0.262 -0.492 0.515
C -3.27627 4.01702 4.75181 -0.502 1.345 -0.514
C -2.09645 3.60976 3.87659 -0.557 -0.229 0.498
N -1.14016 4.71712 3.95896 0.195 -0.288 -0.467
O 0.04020 4.30975 3.26323 0.184 0.148 -0.335
C -1.44564 2.44262 4.55399 0.383 -1.125 0.606
C -2.57302 3.17562 2.49987 0.206 0.157 -0.850
C -0.36648 6.96514 3.96704 0.054 0.225 -0.708
H -1.07969 5.94376 1.42061 -0.255 -0.283 -0.126
H -1.80981 7.45958 1.89002 0.060 -0.039 0.215
H -2.85927 6.07661 1.83102 0.150 -0.320 -0.385
H -2.40777 6.55535 5.49407 0.351 -0.108 0.208
H -3.08836 7.41567 4.13425 0.081 0.028 0.019
H -4.24115 5.40233 3.35776 -0.113 0.022 -0.123
H -4.58202 5.70705 5.05994 -0.268 -0.117 -0.124
H -4.08446 3.27987 4.68454 0.254 -0.015 0.219
H -2.92259 4.17008 5.76687 0.007 -0.553 0.354
H -1.08475 2.71682 5.54501 0.039 0.139 0.099
H -2.17047 1.64244 4.69837 -0.113 -0.005 0.038
H -0.61010 1.98944 4.02368 -0.013 0.216 -0.328
H -1.70223 2.99279 1.85907 -0.154 0.344 -0.083
H -3.13678 2.24237 2.46702 0.048 -0.212 0.615
H -3.26012 3.88807 2.04637 0.310 0.227 -0.178
H 0.46516 6.79329 3.27826 0.135 0.173 0.240
H -0.07367 6.76098 4.99502 0.058 0.115 0.019
H -0.72441 7.99056 3.83628 0.360 0.062 0.266
H 0.71853 4.21415 3.94631 -0.278 0.103 -0.031
C -5.24802 -3.59417 4.72956 0.495 -0.523 -1.184
C -5.97354 -2.40905 5.30736 -0.966 -0.070 -0.839
C -5.14286 -1.69414 6.28763 1.220 1.028 1.873
C -4.07375 -0.84061 5.67014 0.893 -0.175 0.021
C -4.68404 0.17385 4.75019 0.446 -0.191 -0.483
C -5.53642 -0.47821 3.66550 -0.281 1.111 0.099
N -6.43881 -1.42148 4.31622 -1.160 0.274 -0.318
O -7.30591 -2.03440 3.30834 2.154 -0.376 0.743
C -6.39571 0.65186 3.07587 -0.315 0.150 0.088
C -4.66480 -1.00531 2.54468 0.121 -0.971 -0.802
C -7.19128 -2.93219 6.00047 -1.313 -0.688 0.707
H -4.35741 -3.32628 4.16269 0.024 0.149 -0.096
H -5.89781 -4.15914 4.05036 0.119 0.039 0.143
H -4.90461 -4.27935 5.48610 -0.066 -0.234 0.533
H -5.71683 -1.00873 6.90940 -0.599 -0.015 -0.077
H -4.70454 -2.38344 7.01952 -0.046 -0.195 -0.263
H -3.31673 -1.46881 5.19892 -0.031 -0.049 -0.519
H -3.49752 -0.30111 6.40609 0.087 0.119 0.663
H -3.88494 0.73145 4.25071 -0.230 0.097 -0.002
H -5.27860 0.88058 5.32936 -0.132 0.006 0.043
H -7.01992 1.12064 3.83443 -0.306 -0.439 0.257
H -5.77009 1.49581 2.78166 0.256 -0.223 -0.597
H -7.03963 0.28474 2.26704 0.285 0.270 0.069
H -5.26003 -1.51927 1.78722 -0.279 0.223 -0.110
H -4.13765 -0.21034 2.01638 0.002 0.198 0.155
H -3.94873 -1.78308 2.79522 0.268 0.188 0.520
H -6.93287 -3.74331 6.68079 0.189 -0.132 0.017
H -7.93343 -3.32901 5.30741 0.158 0.002 -0.138
H -7.71343 -2.20181 6.61646 0.153 0.371 -0.136
H -6.63774 -2.66196 2.94286 -1.101 0.090 -0.504
C -8.97666 -0.66919 -0.24120 -0.472 0.139 0.197
C -8.36902 -2.01649 -0.55459 0.315 -0.128 -1.014
C -7.62527 -2.01040 -1.93002 0.230 0.022 0.574
C -6.45844 -1.09899 -1.95455 -2.365 -1.689 0.015
N -5.56563 -0.40438 -1.95416 1.926 1.340 0.008
H -9.56886 -0.67564 0.67683 0.202 -0.181 0.069
H -9.69054 -0.39959 -1.02940 0.312 0.222 -0.009
H -8.20628 0.09805 -0.11601 -0.145 -0.014 -0.218
H -9.13651 -2.78790 -0.67361 0.010 0.102 0.270
H -7.66377 -2.34550 0.20529 -0.019 -0.017 0.172
H -8.29505 -1.77262 -2.76060 0.038 0.170 0.141
H -7.25051 -3.01625 -2.11492 0.108 -0.066 -0.093
C -0.32289 1.27507 -5.30228 -0.303 -0.196 -0.084
C -1.39133 0.23542 -4.99150 0.798 0.362 0.607
C -2.25183 -0.06077 -6.17753 -1.724 0.031 0.159
C -1.60260 -0.69770 -7.29829 -0.294 0.455 0.755
N -1.04970 -1.17480 -8.16955 0.692 -0.522 -1.141
H -0.78306 2.22087 -5.58739 0.066 0.208 0.238
H 0.24733 0.94614 -6.17077 0.248 -0.044 0.076
H 0.33546 1.37209 -4.44056 0.085 0.322 -0.181
H -2.03910 0.56641 -4.17783 -0.031 0.183 0.026
H -0.87590 -0.64575 -4.61796 -0.100 -0.370 -0.139
H -2.77132 0.84123 -6.50940 0.418 0.304 -0.252
H -3.12194 -0.64029 -5.86138 0.169 -0.573 -0.084
C -4.87740 -3.94505 -4.13797 -0.177 -0.187 0.194
C -3.70251 -4.08218 -3.19497 0.819 0.926 0.261
C -2.62976 -2.97414 -3.39657 -0.691 -0.304 -0.432
C -1.95594 -3.18505 -4.68430 1.193 -0.066 -0.875
N -1.34241 -3.35503 -5.65523 -1.057 0.124 1.171
H -4.55148 -3.86844 -5.17858 -0.128 -0.474 0.030
H -5.48949 -3.06000 -3.96368 0.206 0.218 0.287
H -5.52703 -4.79797 -3.93089 -0.096 -0.069 -0.643
H -3.18173 -5.03404 -3.29046 -0.159 -0.167 -0.218
H -4.01523 -4.03172 -2.15794 -0.234 0.075 0.243
H -1.90763 -2.98485 -2.58339 0.279 -0.074 -0.050
H -3.08480 -1.97888 -3.42029 -0.091 -0.052 0.107
C -2.27517 0.87423 -0.56950 0.410 0.057 0.267
C -1.54948 -0.40579 -0.15067 -0.810 0.380 0.253
O -0.13926 -0.17855 -0.28506 -0.114 0.725 -0.049
C 0.68750 -1.19820 -0.42766 -0.366 0.941 -0.340
O 0.31685 -2.33841 -0.47908 0.426 -0.882 0.268
O 1.91796 -0.69425 -0.55925 -0.335 -0.239 0.168
C 2.97704 -1.64936 -0.51801 0.754 -0.273 -0.182
H -1.92493 1.67416 0.08765 -0.151 0.031 -0.042
H -3.35327 0.76593 -0.45639 -0.019 -0.125 0.074
H -2.08677 1.21772 -1.58626 0.154 -0.304 -0.133
H -1.90345 -1.29077 -0.68031 0.362 0.037 -0.290
H -1.77882 -0.57375 0.91073 0.234 -0.095 -0.087
H 2.82259 -2.43610 -1.25037 -0.264 -0.301 0.237
H 3.07939 -2.03043 0.49777 -0.094 -0.223 -0.080
H 3.91663 -1.16545 -0.79605 -0.337 0.386 0.076
C -1.49222 -5.07761 1.89706 -0.088 -0.389 0.426
C -2.15946 -4.13001 0.91907 0.476 -0.714 0.575
O -3.47043 -3.75803 1.39083 0.470 0.596 0.816
C -4.55267 -4.42060 1.09316 -0.999 0.511 -0.705
O -5.65580 -4.15242 1.48671 -0.423 0.468 0.890
O -4.36143 -5.33078 0.17483 1.292 -1.269 -1.099
C -5.47644 -6.01733 -0.32692 -0.988 -1.234 -0.869
H -2.04737 -6.02599 1.97528 0.093 0.388 0.193
H -1.31911 -4.62004 2.87075 -0.597 0.004 0.200
H -0.48098 -5.33904 1.61687 0.197 -0.006 -0.698
H -2.24016 -4.64611 -0.03476 0.095 0.523 -0.272
H -1.59870 -3.19917 0.91821 -0.121 0.029 -0.549
H -5.99813 -6.58618 0.45190 0.154 0.272 -0.074
H -5.15016 -6.73171 -1.11409 0.274 0.488 0.724
H -6.19534 -5.37026 -0.83406 0.084 0.332 0.351
C 3.30428 0.75642 -7.51973 0.238 -0.254 0.444
C 2.83710 -0.45971 -6.70766 0.264 -0.036 -1.230
O 2.81691 -0.13841 -5.28956 -0.717 0.332 -1.374
C 3.93899 -0.36756 -4.62992 -0.907 -0.164 1.729
O 4.80678 -1.10440 -4.95518 1.404 -0.562 -0.668
O 3.92236 0.18806 -3.40321 0.261 0.015 -0.321
C 2.90417 1.16307 -3.06613 0.466 -0.771 -0.419
H 4.33655 1.00645 -7.25908 -0.133 0.146 0.224
H 2.63944 1.58961 -7.30161 0.110 0.202 -0.128
H 3.33848 0.57787 -8.59928 -0.382 -0.221 0.199
H 3.48483 -1.31226 -6.93532 0.021 0.127 0.568
H 1.84173 -0.75748 -7.05688 -0.066 0.198 0.717
H 1.95148 0.62894 -3.00579 0.010 0.385 0.178
H 2.89765 1.90649 -3.86322 -0.240 0.247 0.338
H 3.25278 1.55137 -2.11008 -0.449 0.233 -0.146